Version a
# C4H12O2

A 2-piece molecular cluster, C4H12O2 overall (wB97M-V/def2-TZVPD, the OMol25 dataset).

* SMILES string: CC[C@H](C)O.O
* HOMO-LUMO gap: 10.85 eV
* molar mass: 92.14 g mol⁻¹

Last column: Mulliken charge in e.
Geometry (Å):
C (1.78, 1.80, -0.59)  -1.23
C (0.73, 1.20, 0.38)  -0.30
C (0.39, -0.17, -0.22)  0.17
C (-1.16, -0.49, -0.08)  -1.44
O (1.26, -1.21, 0.24)  -0.57
H (1.46, 2.29, -1.43)  0.40
H (2.46, 0.99, -0.97)  0.28
H (2.45, 2.47, 0.03)  0.31
H (0.92, 1.02, 1.50)  0.29
H (-0.19, 1.79, 0.37)  0.29
H (0.62, -0.06, -1.33)  0.39
H (-1.68, 0.35, 0.26)  0.41
H (-1.62, -0.79, -0.94)  0.50
H (-1.17, -1.20, 0.64)  0.07
H (1.94, -1.21, -0.44)  0.38
H (-2.17, -2.73, 0.54)  0.39
H (-2.97, -1.80, 1.47)  0.35
O (-3.06, -2.24, 0.58)  -0.69

Version b
# C4H12O2

A 3-piece molecular cluster, C4H12O2 overall (wB97M-V/def2-TZVPD, the OMol25 dataset).

* SMILES string: C/C=C/C.O.O
* HOMO-LUMO gap: 9.84 eV
* molar mass: 92.14 g mol⁻¹

Last column: Mulliken charge in e.
Geometry (Å):
C (-1.58, 0.33, -1.24)  -1.04
C (-0.93, -0.37, -0.06)  -0.35
C (-0.76, 0.13, 1.18)  0.13
C (-0.64, -0.67, 2.43)  -1.11
H (-1.07, 1.30, -1.30)  0.22
H (-2.62, 0.34, -0.95)  0.34
H (-1.26, -0.20, -2.14)  0.27
H (-0.82, -1.46, -0.07)  0.33
H (-0.77, 1.22, 1.15)  0.29
H (-0.67, -1.73, 2.16)  0.30
H (-1.53, -0.54, 3.05)  0.30
H (0.27, -0.48, 2.99)  0.30
H (1.94, -0.65, -0.65)  0.33
H (2.41, -1.81, -1.36)  0.32
O (2.73, -0.96, -1.09)  -0.64
H (1.65, 1.41, -2.03)  0.31
H (2.21, 2.20, -0.82)  0.28
O (1.42, 1.94, -1.25)  -0.59

Most stable to least stable: version b, version a

Version a
# C4H12O2

A 2-piece molecular cluster, C4H12O2 overall (wB97M-V/def2-TZVPD, the OMol25 dataset).

* SMILES string: CCO.CCO
* HOMO-LUMO gap: 10.92 eV
* molar mass: 92.14 g mol⁻¹

Last column: Mulliken charge in e.
Geometry (Å):
C (1.99, 1.10, -0.66)  -0.86
C (1.02, 0.49, -1.67)  -0.19
O (-0.11, 1.35, -1.90)  -0.55
H (1.83, 0.76, 0.36)  0.22
H (1.96, 2.19, -0.68)  0.31
H (3.00, 0.74, -0.88)  0.31
H (0.60, -0.43, -1.25)  0.13
H (1.47, 0.15, -2.61)  0.32
H (0.20, 2.26, -1.83)  0.31
C (-1.71, -1.61, 1.92)  -1.29
C (-0.98, -0.86, 0.83)  0.07
O (-1.39, 0.54, 0.90)  -0.55
H (-2.79, -1.58, 1.85)  0.33
H (-1.41, -1.30, 2.92)  0.32
H (-1.40, -2.66, 1.80)  0.35
H (-1.32, -1.16, -0.16)  0.28
H (0.10, -0.93, 0.97)  0.16
H (-1.07, 0.97, 0.09)  0.34

Version b
# C4H12O2

A 2-piece molecular cluster, C4H12O2 overall (wB97M-V/def2-TZVPD, the OMol25 dataset).

* SMILES string: CCO.COC
* HOMO-LUMO gap: 10.38 eV
* molar mass: 92.14 g mol⁻¹

Last column: Mulliken charge in e.
Geometry (Å):
C (1.95, 0.16, 0.75)  -0.26
C (2.13, 0.56, -0.71)  -0.98
O (0.90, -0.76, 0.94)  -0.57
H (0.19, -0.67, 0.19)  0.42
H (2.86, -0.32, 1.13)  0.31
H (1.77, 1.06, 1.35)  0.23
H (2.96, 1.25, -0.81)  0.36
H (1.23, 1.03, -1.09)  0.24
H (2.34, -0.32, -1.32)  0.28
C (-1.47, 0.79, 0.59)  -0.71
C (-2.08, -1.20, -0.70)  -0.67
O (-1.14, -0.16, -0.56)  -0.40
H (-2.10, -1.84, 0.19)  0.31
H (-3.09, -0.80, -0.87)  0.29
H (-2.44, 1.22, 0.33)  0.35
H (-0.71, 1.56, 0.63)  0.22
H (-1.53, 0.24, 1.53)  0.33
H (-1.78, -1.79, -1.57)  0.23

Version c
# C4H12O2

A 2-piece molecular cluster, C4H12O2 overall (wB97M-V/def2-TZVPD, the OMol25 dataset).

* SMILES string: CCCOC.O
* HOMO-LUMO gap: 10.60 eV
* molar mass: 92.14 g mol⁻¹

Last column: Mulliken charge in e.
Geometry (Å):
O (0.28, 0.30, -0.50)  -0.30
C (0.61, 1.65, -0.76)  -0.69
C (0.11, -2.37, 1.15)  -1.07
C (1.41, -0.53, -0.18)  -0.39
C (0.89, -1.96, -0.18)  -0.47
H (1.54, 1.84, -1.33)  0.30
H (0.69, 2.16, 0.21)  0.26
H (-0.24, 2.07, -1.32)  0.23
H (0.77, -2.33, 2.04)  0.30
H (-0.26, -3.40, 1.03)  0.32
H (-0.75, -1.70, 1.32)  0.28
H (1.89, -0.16, 0.75)  0.32
H (2.16, -0.47, -0.99)  0.31
H (1.76, -2.64, -0.24)  0.32
H (0.22, -2.18, -1.03)  0.28
O (-3.62, 3.62, -0.10)  -0.65
H (-4.29, 2.99, -0.46)  0.33
H (-3.16, 3.11, 0.60)  0.32

Version d
# C4H12O2

A 3-piece molecular cluster, C4H12O2 overall (wB97M-V/def2-TZVPD, the OMol25 dataset).

* SMILES string: C/C=C/C.O.O
* HOMO-LUMO gap: 9.91 eV
* molar mass: 92.14 g mol⁻¹

Last column: Mulliken charge in e.
Geometry (Å):
C (0.76, 0.41, -0.30)  -0.14
C (0.93, -0.76, -0.87)  -0.09
C (-0.14, -1.51, -1.63)  -1.09
C (1.67, 1.12, 0.66)  -1.09
H (-0.22, 0.82, -0.40)  0.34
H (1.85, -1.32, -0.66)  0.30
H (-1.02, -1.75, -1.03)  0.30
H (-0.33, -0.97, -2.55)  0.26
H (0.23, -2.50, -1.92)  0.34
H (1.74, 0.47, 1.54)  0.24
H (1.40, 2.14, 0.90)  0.32
H (2.68, 1.19, 0.26)  0.31
H (-0.88, -1.68, 4.58)  0.32
H (0.01, -0.66, 5.21)  0.32
O (-0.20, -1.03, 4.34)  -0.63
H (-3.14, 1.23, -2.86)  0.32
H (-2.25, 2.64, -2.58)  0.32
O (-3.08, 2.17, -2.70)  -0.64

Most stable to least stable: version a, version c, version d, version b

Version a
# C4H12O2

A 2-piece molecular cluster, C4H12O2 overall (wB97M-V/def2-TZVPD, the OMol25 dataset).

* SMILES string: CCO.CCO
* HOMO-LUMO gap: 9.87 eV
* molar mass: 92.14 g mol⁻¹

Last column: Mulliken charge in e.
Geometry (Å):
O (1.37, -0.20, 0.27)  -0.52
C (0.37, 1.37, 1.81)  -0.93
C (1.32, 1.16, 0.54)  -0.27
H (2.01, -0.56, 0.93)  0.31
H (-0.50, 0.70, 1.89)  0.27
H (0.02, 2.41, 1.70)  0.30
H (0.96, 1.29, 2.74)  0.32
H (0.83, 1.64, -0.33)  0.25
H (2.32, 1.62, 0.67)  0.32
O (0.45, -0.80, -1.88)  -0.60
C (-1.46, -1.52, -0.50)  -0.81
C (-0.99, -0.70, -1.78)  -0.29
H (0.85, -0.37, -1.10)  0.35
H (-1.41, -2.58, -0.80)  0.27
H (-2.50, -1.29, -0.21)  0.29
H (-0.81, -1.37, 0.38)  0.18
H (-1.44, -1.13, -2.70)  0.31
H (-1.40, 0.32, -1.65)  0.22

Version b
# C4H12O2

A 2-piece molecular cluster, C4H12O2 overall (wB97M-V/def2-TZVPD, the OMol25 dataset).

* SMILES string: CCCOC.O
* HOMO-LUMO gap: 10.73 eV
* molar mass: 92.14 g mol⁻¹

Last column: Mulliken charge in e.
Geometry (Å):
O (-0.08, -0.93, 2.01)  -0.32
C (0.90, -1.92, 2.41)  -0.70
C (-1.79, 0.05, -1.17)  -1.21
C (-0.48, -1.15, 0.65)  -0.42
C (-1.13, 0.17, 0.17)  -0.27
H (0.58, -2.96, 2.26)  0.29
H (1.07, -1.75, 3.49)  0.25
H (1.86, -1.76, 1.88)  0.29
H (-2.56, -0.74, -1.12)  0.33
H (-1.12, -0.16, -2.01)  0.32
H (-2.29, 1.02, -1.34)  0.33
H (-1.25, -1.93, 0.49)  0.26
H (0.38, -1.38, -0.01)  0.31
H (-0.47, 1.06, 0.21)  0.30
H (-2.00, 0.36, 0.82)  0.22
O (2.80, 3.61, -2.86)  -0.65
H (2.31, 4.27, -2.31)  0.32
H (3.24, 4.15, -3.56)  0.32

Most stable to least stable: version b, version a

Version a
# C3H10N3O

A 2-piece molecular cluster, C3H10N3O overall (wB97M-V/def2-TZVPD, the OMol25 dataset).

* charge: +1
* HOMO-LUMO gap: 10.07 eV
* molar mass: 104.13 g mol⁻¹

Last column: Mulliken charge in e.
Geometry (Å):
C (-0.94, -0.33, 1.84)  -0.07
C (-1.32, -0.44, 0.55)  -0.41
N (-0.41, -1.05, -0.42)  -0.27
N (-1.76, -0.06, 2.90)  -0.45
H (0.09, -0.57, 2.08)  0.29
H (-2.28, -0.15, 0.14)  0.34
H (-0.51, -0.61, -1.34)  0.42
H (0.57, -0.79, -0.18)  0.29
H (-0.48, -2.06, -0.50)  0.32
H (-2.75, -0.14, 2.74)  0.24
H (-1.46, -0.51, 3.75)  0.27
C (1.82, 0.61, -1.82)  0.16
N (0.57, 1.07, -2.13)  -0.49
O (2.18, 0.25, -0.72)  -0.56
H (2.49, 0.60, -2.68)  0.37
H (0.05, 1.51, -1.37)  0.26
H (0.57, 1.65, -2.96)  0.28

Version b
# C3H10N3O

A 2-piece molecular cluster, C3H10N3O overall (wB97M-V/def2-TZVPD, the OMol25 dataset).

* charge: +1
* HOMO-LUMO gap: 5.76 eV
* molar mass: 104.13 g mol⁻¹

Last column: Mulliken charge in e.
Geometry (Å):
N (-0.93, 0.32, 2.37)  -0.55
C (-0.43, 0.22, 1.03)  0.31
N (1.26, -0.19, 1.18)  -0.49
N (-1.11, 1.32, 0.33)  -0.35
H (-0.92, 1.34, 2.49)  0.38
H (-1.90, 0.10, 2.16)  0.30
H (1.51, 0.63, 1.70)  0.31
H (0.97, -0.84, 1.88)  0.31
H (-0.64, 1.47, -0.56)  0.27
H (-2.01, 0.92, 0.12)  0.35
O (-0.35, 0.59, -2.76)  -0.49
C (0.09, -0.52, -2.43)  0.23
C (1.02, -0.88, -1.38)  -0.78
H (-0.36, -1.44, -2.96)  0.30
H (1.62, -0.05, -0.99)  0.30
H (1.68, -1.70, -1.71)  0.38
H (0.49, -1.28, -0.48)  0.23

Most stable to least stable: version a, version b

Version a
# C3H10N3O

A 2-piece molecular cluster, C3H10N3O overall (wB97M-V/def2-TZVPD, the OMol25 dataset).

* charge: +1
* HOMO-LUMO gap: 11.10 eV
* molar mass: 104.13 g mol⁻¹

Last column: Mulliken charge in e.
Geometry (Å):
C (-2.01, -0.44, -0.21)  0.27
C (0.69, 0.74, 0.77)  -1.25
C (1.44, -0.31, -0.04)  0.68
N (-3.24, 0.11, -0.21)  -0.39
N (2.51, 0.16, -0.66)  -0.44
N (1.00, -1.52, -0.03)  -0.21
O (-1.57, -1.12, 0.75)  -0.72
H (0.38, 1.72, 0.26)  0.36
H (1.48, 0.98, 1.51)  0.39
H (-0.10, 0.35, 1.38)  0.46
H (-3.63, 0.72, -0.97)  0.26
H (-3.56, 0.33, 0.65)  0.25
H (2.99, -0.27, -1.46)  0.30
H (2.41, 1.18, -0.89)  0.30
H (-1.42, -0.29, -1.12)  0.29
H (1.37, -2.39, -0.18)  0.21
H (0.14, -1.67, 0.44)  0.26

Version b
# C3H10N3O

A 2-piece molecular cluster, C3H10N3O overall (wB97M-V/def2-TZVPD, the OMol25 dataset).

* charge: +1
* HOMO-LUMO gap: 10.57 eV
* molar mass: 104.13 g mol⁻¹

Last column: Mulliken charge in e.
Geometry (Å):
N (-0.04, -1.64, 0.81)  -0.70
C (-0.62, -1.92, -0.45)  0.50
N (0.27, -1.77, -1.51)  -0.46
O (-1.74, -2.33, -0.55)  -0.52
H (0.84, -2.15, 0.91)  0.26
H (-0.69, -1.95, 1.52)  0.28
H (-0.23, -1.76, -2.39)  0.30
H (0.86, -0.97, -1.41)  0.26
C (0.60, 1.92, 0.41)  -0.01
C (0.54, 1.99, -0.91)  -0.75
N (-0.36, 1.20, 1.25)  -0.17
H (1.47, 2.25, 0.96)  0.31
H (1.22, 2.64, -1.44)  0.26
H (-0.27, 1.60, -1.51)  0.31
H (-1.32, 1.35, 0.94)  0.42
H (-0.22, 0.13, 1.13)  0.29
H (-0.32, 1.41, 2.24)  0.41

Version c
# C3H10N3O

A 2-piece molecular cluster, C3H10N3O overall (wB97M-V/def2-TZVPD, the OMol25 dataset).

* charge: +1
* HOMO-LUMO gap: 10.93 eV
* molar mass: 104.13 g mol⁻¹

Last column: Mulliken charge in e.
Geometry (Å):
C (-0.93, -0.68, -1.46)  -0.54
C (-0.79, -1.46, -0.14)  -0.46
C (1.13, 1.51, 1.25)  0.49
N (1.05, 1.38, 0.10)  -0.19
N (1.05, 1.86, 2.52)  -0.44
N (0.46, -0.17, -1.82)  -0.73
O (-0.51, -0.59, 0.99)  -0.49
H (-1.36, -1.46, -2.13)  0.36
H (-1.57, 0.13, -1.39)  0.33
H (-1.85, -1.87, 0.08)  0.36
H (0.00, -2.16, -0.23)  0.29
H (-1.36, -0.57, 1.44)  0.31
H (0.82, 0.58, -0.60)  0.52
H (1.94, 2.04, 3.10)  0.29
H (0.13, 1.76, 3.05)  0.28
H (1.20, -0.90, -2.09)  0.29
H (0.58, 0.58, -2.65)  0.32

Most stable to least stable: version a, version b, version c